No. 1
Molecular formula: C4H5N3O
Method: DFT, ωB97M-V/def2-TZVPD

- Net charge: 0
- ΔE to the lowest compared entry with this formula, charge and spin: 190.6 kcal/mol
- Kohn-Sham gap: 9.01 eV
- HOMO: -0.346 Eh

CARTESIAN COORDINATES (ANGSTROEM)
1 O -1.554 -0.924 0.907
2 N -1.278 1.314 0.145
3 N -2.098 0.647 -0.692
4 N -0.123 -1.187 0.086
5 C -0.160 0.998 0.693
6 C 0.629 -0.042 0.262
7 C -2.292 -0.657 -0.284
8 C 2.034 -0.144 -0.293
9 H 2.170 -1.202 -1.158
10 H 0.422 1.881 1.322
11 H 2.979 -0.241 0.503
12 H 2.410 0.773 -0.955
13 H -3.139 -1.216 -0.537


No. 2
Molecular formula: C22H39N8
Method: DFT, ωB97M-V/def2-TZVPD

- Net charge: -1
- Kohn-Sham gap: 3.19 eV
- HOMO: -0.042 Eh

CARTESIAN COORDINATES (ANGSTROEM)
1 N -7.269 -2.361 2.262
2 N -2.823 -1.827 -4.075
3 N 3.422 -2.295 -5.383
4 N -2.358 2.736 -1.251
5 N -1.605 -2.404 2.945
6 N -1.159 4.381 5.061
7 N 1.830 2.725 0.511
8 N 2.779 -2.745 1.053
9 C -3.682 -1.057 -4.204
10 C 2.702 -3.186 -5.116
11 C -1.476 0.392 -1.304
12 C 1.792 -4.318 -4.784
13 C -0.150 -0.474 -1.468
14 C 1.093 0.302 -2.064
15 C -1.277 1.846 -0.678
16 C -2.455 -1.712 2.555
17 C -4.775 -0.058 -4.370
18 C 0.275 3.694 2.428
19 C -3.548 -0.829 2.056
20 C 2.318 -0.666 -2.453
21 C 4.562 0.573 -0.515
22 C -6.737 -3.048 3.034
23 C 4.835 0.223 -2.062
24 C 0.473 6.207 6.080
25 C 1.147 3.148 1.349
26 C 3.531 0.242 -2.970
27 C -6.050 -3.928 4.023
28 C 3.510 -2.612 1.954
29 C 4.440 -2.447 3.107
30 C -0.445 5.181 5.507
31 H 3.539 1.061 -0.443
32 H -2.146 -0.180 -0.569
33 H 0.310 7.165 5.585
34 H 0.282 6.319 7.147
35 H 0.141 -1.027 -0.512
36 H 1.769 -5.029 -5.610
37 H -4.987 0.419 -3.412
38 H -0.403 -1.308 -2.212
39 H -5.392 -4.624 3.503
40 H -4.474 0.704 -5.088
41 H 5.506 1.067 -2.440
42 H 1.508 5.900 5.932
43 H 4.671 -0.334 0.144
44 H -1.873 3.219 -2.024
45 H 0.262 3.010 3.276
46 H 5.299 1.347 -0.145
47 H 1.950 -1.270 -3.341
48 H 4.493 -3.376 3.676
49 H -0.742 3.818 2.054
50 H 2.576 -1.367 -1.608
51 H 2.145 -4.824 -3.885
52 H 3.828 -0.174 -3.990
53 H 5.436 -2.192 2.746
54 H -3.144 0.148 1.784
55 H -6.790 -4.492 4.592
56 H 4.082 -1.650 3.759
57 H 1.500 0.982 -1.250
58 H -5.678 -0.554 -4.731
59 H -4.016 -1.276 1.178
60 H 3.178 1.304 -3.186
61 H -0.303 2.349 -0.940
62 H -4.302 -0.699 2.833
63 H 5.439 -0.731 -2.130
64 H -5.459 -3.321 4.709
65 H 0.808 0.978 -2.937
66 H -2.094 0.459 -2.255
67 H 0.783 -3.942 -4.608
68 H 0.655 4.661 2.756
69 H -1.432 1.884 0.458


No. 3
Molecular formula: C4H13N2OS
Method: DFT, ωB97M-V/def2-TZVPD

- Net charge: -1
- ΔE to the lowest compared entry with this formula, charge and spin: 67.3 kcal/mol
- Kohn-Sham gap: 6.37 eV
- HOMO: -0.102 Eh

CARTESIAN COORDINATES (ANGSTROEM)
1 S 0.176 -0.421 -2.441
2 O -3.492 -1.811 -0.170
3 N -0.123 0.305 2.148
4 N 0.557 2.147 -0.743
5 C 0.483 -0.908 2.759
6 C 0.830 1.136 1.415
7 C 0.867 -0.455 -0.636
8 C 1.192 0.956 -0.077
9 H -0.045 -0.968 -0.056
10 H 1.603 -0.887 2.851
11 H -3.301 -2.024 -1.201
12 H 2.390 1.085 -0.107
13 H 1.775 1.315 2.143
14 H 0.223 -1.927 2.221
15 H 0.353 -1.127 3.856
16 H 0.126 2.097 1.466
17 H -0.466 2.120 -0.700
18 H -2.581 -1.386 0.036
19 H 1.889 -0.953 -0.575
20 H -0.998 0.020 1.564
21 H 0.881 2.331 -1.671


No. 4
Molecular formula: C5H6N2
Method: DFT, ωB97M-V/def2-TZVPD

- Net charge: 0
- ΔE to the lowest compared entry with this formula, charge and spin: 141.1 kcal/mol
- Kohn-Sham gap (spin up / spin down): 8.32 / 8.58 eV
- HOMO (spin up / spin down): -0.305 / -0.322 Eh

CARTESIAN COORDINATES (ANGSTROEM)
1 N -1.262 0.356 0.537
2 N -0.012 2.246 -0.413
3 C -0.385 -1.347 1.071
4 C 0.836 0.107 -0.678
5 C 0.688 1.540 -1.149
6 C -0.429 -0.554 -0.223
7 C -0.998 -0.268 1.696
8 H -1.323 0.048 2.618
9 H 1.126 -0.632 -1.466
10 H -0.878 -1.145 -1.070
11 H -0.586 -2.418 1.074
12 H 1.814 0.283 -0.076
13 H 1.410 1.783 -1.922


No. 5
Molecular formula: C7H9FN6O
Method: DFT, ωB97M-V/def2-TZVPD

- Net charge: 0
- ΔE to the lowest compared entry with this formula, charge and spin: 0.0 kcal/mol
- Kohn-Sham gap: 10.61 eV
- SMILES: O[C@@H](Cn1cncn1)[C@H](F)n1cncn1
- HOMO: -0.367 Eh

CARTESIAN COORDINATES (ANGSTROEM)
1 F 1.434 0.993 2.077
2 O 0.797 2.265 -0.484
3 N -3.874 -1.005 0.115
4 N -1.973 0.004 -0.295
5 N 1.545 -1.419 -0.357
6 N -2.019 -0.234 0.967
7 N 3.729 -1.028 -0.665
8 N 1.861 -0.267 0.224
9 C -3.124 -0.902 1.167
10 C -3.103 -0.455 -0.847
11 C -0.084 1.377 0.152
12 C 0.839 0.342 1.051
13 C 2.701 -1.892 -0.865
14 C -0.862 0.675 -0.918
15 C 3.167 -0.023 -0.062
16 H -3.461 -1.336 2.155
17 H 1.545 2.463 0.110
18 H -0.246 0.045 -1.593
19 H 2.911 -2.921 -1.368
20 H 0.167 -0.422 1.449
21 H 3.621 0.800 0.435
22 H -1.277 1.500 -1.445
23 H -0.724 1.837 0.912
24 H -3.569 -0.396 -1.915


No. 6
Molecular formula: C35H52OP4SeTi
Method: DFT, ωB97M-V/def2-TZVPD

- Net charge: +3
- ΔE to the lowest compared entry with this formula, charge and spin: 1.2 kcal/mol
- Kohn-Sham gap (spin up / spin down): 5.54 / 5.88 eV
- HOMO (spin up / spin down): -0.559 / -0.559 Eh
- <S²>: 0.7548
- 2S+1: 2

CARTESIAN COORDINATES (ANGSTROEM)
1 Se -0.216 2.415 -3.812
2 Ti -0.189 -0.572 0.199
3 P 2.178 -0.735 -0.433
4 P -0.432 -1.880 3.400
5 P 0.231 1.648 1.158
6 P -2.467 0.163 -0.363
7 O -0.343 -1.425 1.906
8 C 0.755 -0.427 -7.500
9 C 3.406 -1.622 4.898
10 C 2.461 -1.977 -1.736
11 C 2.992 0.733 -1.112
12 C -3.146 -2.223 3.886
13 C -0.163 -0.133 -5.245
14 C -0.284 -6.526 3.544
15 C 0.162 1.246 -5.287
16 C 2.195 -2.117 4.403
17 C -2.024 -1.415 4.148
18 C -4.654 -0.560 4.811
19 C 3.477 -0.319 5.429
20 C 1.771 1.891 2.118
21 C 1.039 -1.306 4.329
22 C 1.080 0.943 -7.542
23 C 0.351 3.015 -0.033
24 C -0.379 -3.693 3.537
25 C -0.300 -4.419 2.341
26 C -4.448 -1.798 4.185
27 C -2.250 -0.241 4.892
28 C -0.915 -3.835 -3.554
29 C 0.171 -0.957 -6.335
30 C -3.212 -0.853 -1.684
31 C -0.378 -5.820 4.752
32 C -0.423 -4.416 4.751
33 C -1.035 2.229 2.359
34 C 2.319 0.459 5.433
35 C -0.248 -5.815 2.345
36 C -0.503 -3.487 -2.322
37 C -3.548 0.207 5.168
38 C -3.651 -0.007 1.030
39 C 1.134 -0.011 4.875
40 C 0.749 1.771 -6.462
41 C 3.303 -1.233 0.919
42 C -2.831 1.853 -0.927
43 H 0.288 0.658 4.814
44 H 3.399 -0.435 1.670
45 H -5.303 -2.416 3.921
46 H 2.353 1.466 5.851
47 H 4.407 0.057 5.828
48 H 3.135 1.502 -0.350
49 H -3.358 -1.861 -1.287
50 H -0.277 -3.880 1.391
51 H 2.927 -2.141 1.416
52 H -1.962 2.601 1.893
53 H 1.223 2.865 -0.677
54 H -0.179 -6.342 1.388
55 H -1.424 0.348 5.273
56 H -3.246 0.402 1.970
57 H 1.603 2.782 2.734
58 H -5.669 -0.215 5.034
59 H -0.493 -3.889 5.705
60 H 0.989 -1.063 -8.346
61 H -2.524 -0.906 -2.541
62 H -1.491 -3.233 -4.252
63 H -0.629 -2.500 -1.875
64 H -0.670 -4.853 -3.925
65 H 3.491 -1.900 -2.114
66 H 2.161 -3.152 4.025
67 H -3.693 1.176 5.660
68 H 2.640 2.075 1.475
69 H 1.131 2.790 -3.302
70 H -0.047 -4.299 -1.722
71 H 1.983 1.043 2.783
72 H -0.412 -6.369 5.695
73 H -0.547 3.079 -0.653
74 H 4.302 -2.242 4.870
75 H -0.244 -7.619 3.536
76 H -1.305 1.443 3.085
77 H 3.961 0.388 -1.488
78 H -2.270 2.042 -1.853
79 H 2.388 1.130 -1.937
80 H -3.016 -3.194 3.404
81 H 0.475 3.942 0.543
82 H -0.693 -0.549 -4.388
83 H -2.558 2.586 -0.159
84 H 0.934 2.838 -6.529
85 H -3.912 1.907 -1.112
86 H -4.172 -0.429 -2.011
87 H -0.015 -2.023 -6.275
88 H -3.879 -1.074 1.182
89 H -0.569 3.059 2.902
90 H 1.749 -1.829 -2.561
91 H 4.277 -1.434 0.452
92 H 1.589 1.363 -8.405
93 H 2.288 -2.967 -1.302
94 H -4.566 0.541 0.752


net charge of number 3 (C4H13N2OS)? -1


Which value of net charge does entry 3 give? -1


What is the formula in the third record? C4H13N2OS


net charge of number 2 (C22H39N8)? -1